# 1
Here is C17H23F5MgNO3P2 as an isolated structure in a non-equilibrium geometry from OMol25. Energies are from the ωB97M-V functional and the def2-TZVPD basis.

Cartesian coordinates (Å):
P 1.5891 2.2986 -0.1435
P -2.0993 -1.8985 -0.3744
Mg 0.0811 -0.3478 -0.5019
F 0.2164 -0.8454 4.1440
F 1.5716 -3.0029 5.2233
F 3.3878 -3.9993 0.9227
F 1.8766 -1.8808 -0.1990
F 3.1496 -4.5353 3.5971
O -0.3306 -0.3707 -2.9646
O 4.3577 -0.5680 -3.7622
O 0.1970 -0.5345 1.4533
N -1.4761 1.1426 -0.4880
C -2.7276 0.7549 -0.9481
C -2.9708 -1.8921 1.2312
C -1.3159 2.4102 -0.0719
C 2.4867 -3.4901 3.0683
C 1.0329 -1.3746 1.9859
C -2.4955 -3.4615 -1.2506
C 2.9199 2.3535 1.1182
C -3.7230 1.7334 -1.1273
C 2.1756 3.2021 -1.5978
C -2.3404 3.3546 -0.0830
C 1.0143 -1.6238 3.3772
C 1.6913 -2.6998 3.9085
C 2.6030 -3.2119 1.6956
C 1.8961 -2.1511 1.1772
C -3.0852 -0.6221 -1.1414
C -3.5657 3.0077 -0.6366
C 0.0062 2.9184 0.5010
H 4.3427 -0.6365 -4.7227
H 1.2525 0.8696 -0.1035
H 2.5414 4.2140 -1.4046
H 0.0516 4.0074 0.4092
H -3.7147 -0.8423 -2.0015
H -4.6253 1.3994 -1.6371
H -2.9634 -0.8629 1.6158
H 3.4721 -0.5726 -3.3931
H -4.0087 -2.1964 1.0336
H -2.1501 4.3558 0.2912
H -3.5488 -3.7400 -1.1097
H -0.2604 0.6125 -3.0039
H 2.6003 1.8873 2.0613
H -2.2757 -3.3441 -2.3222
H 1.3908 3.3165 -2.3491
H 0.0418 2.8184 1.5939
H 3.0275 2.6655 -2.0319
H 3.7751 1.7956 0.6990
H -1.8489 -4.2587 -0.8508
H -4.3607 3.7384 -0.6933
H 3.2939 3.3570 1.3780
H -2.4926 -2.5541 1.9632
H 0.3370 -0.6957 -3.5347

Cartesian forces (eV/Å) of the 2 atoms listed first:
-0.4 0.5 2.2
0.3 0.8 -0.6

Calculated values
HOMO-LUMO gap (spin up / spin down) in eV: 4.9 / 4.9
E in Ha: -2323.91639
Charge: +1
Lowest unoccupied orbital energy (spin up / spin down) in eV: -3.895 / -3.895
Strongest force on any atom in eV/A: 3.98
Molar mass in g/mol: 470.62

Here are the Mulliken charges for atoms 1 to 6, given in e: P 1.185; P 0.750; Mg 1.119; F -0.300; F -0.276; F -0.290



# 2
Here is an isolated molecule of C7H13NO in a non-equilibrium geometry from OMol25. Energies are from the ωB97M-V functional and the def2-TZVPD basis.

Cartesian coordinates (Å):
O -0.8400 1.4264 -0.4488
N 1.9461 1.2856 0.7879
C 1.1101 -1.0989 0.0393
C -0.8406 -0.2214 1.5279
C 1.6317 -0.3914 -1.2153
C -1.2659 0.1834 0.0732
C -0.3109 -0.9939 0.3212
C -2.7136 -0.0014 -0.3946
C 2.1375 -0.0014 0.1785
H -0.8904 -1.8600 0.1423
H -2.6587 -0.5322 -1.4582
H -3.2375 1.1122 -0.3407
H 1.1310 1.6141 0.2873
H -0.7975 1.3527 -1.4650
H -0.1578 0.5932 1.9698
H 2.7046 1.8999 0.4413
H 0.9396 0.3964 -1.5959
H 3.1550 -0.5273 0.3426
H 1.6062 -2.0708 0.3299
H -3.2688 -0.7649 0.2702
H 2.2238 -0.8941 -2.0420
H -1.6040 -0.5062 2.2489

Cartesian forces (eV/Å) of the 2 atoms listed first:
0.9 0.0 -1.7
0.6 0.2 -0.9

Calculated values
HOMO-LUMO gap in eV: 9.6
E in Ha: -404.39167
Charge: 0
Lowest unoccupied orbital energy in eV: 0.846
Strongest force on any atom in eV/A: 3.46
Molar mass in g/mol: 127.19

Here are the Mulliken charges for atoms 1 to 6, given in e: O -0.629; N -0.653; C -0.406; C -1.033; C -0.560; C 0.945



# 3
Here is an isolated molecule of C6H13NS2Si in a non-equilibrium geometry from OMol25. Energies are from the ωB97M-V functional and the def2-TZVPD basis.

Cartesian coordinates (Å):
S -1.1042 -2.8726 -0.4310
S -2.1433 1.9001 0.4506
Si 1.2279 0.0596 -0.2298
N -0.5448 -0.3522 -0.2124
C 1.4165 1.6989 0.7292
C 2.2440 -1.3146 0.4925
C -2.8953 -0.7587 0.0187
C 1.7603 0.5823 -1.9861
C -2.8537 0.3447 1.0061
C -1.4993 -1.1826 -0.2663
H 1.8964 1.3842 1.6904
H 2.7513 1.0634 -1.9507
H -2.2880 0.0989 1.9070
H 0.6000 2.3403 0.8906
H 3.2060 -0.9515 0.8045
H 1.7229 -1.8350 1.3498
H 2.0859 2.2735 0.0262
H -3.8523 0.6976 1.3067
H 2.2187 -2.1399 -0.1471
H -3.3246 -0.5020 -0.9455
H 0.9975 1.3188 -2.2642
H -3.4621 -1.6319 0.4539
H 1.8403 -0.2210 -2.6933

Cartesian forces (eV/Å) of the 2 atoms listed first:
0.1 1.1 -0.2
1.3 -2.0 -0.9

Calculated values
HOMO-LUMO gap (spin up / spin down) in eV: 5.0 / 5.0
E in Ha: -1376.95256
Charge: 0
Lowest unoccupied orbital energy (spin up / spin down) in eV: -3.105 / -3.102
Strongest force on any atom in eV/A: 2.73
Molar mass in g/mol: 191.40

Here are the Mulliken charges for atoms 1 to 6, given in e: S -0.327; S -0.087; Si 0.215; N -0.179; C -0.962; C -1.058



# 4
Here is C12H12F36Li3N6O30S12 as an isolated structure in a non-equilibrium geometry from OMol25. Energies are from the ωB97M-V functional and the def2-TZVPD basis.

Cartesian coordinates (Å):
S -1.9143 -22.6558 -9.0135
S -9.6597 -21.2686 -2.3279
S -4.1828 -15.3597 -9.7208
S -11.8251 -15.0494 3.9100
S -10.4228 -15.7655 1.9730
S -3.3661 -15.7030 -0.7146
S -3.4716 -23.4712 -7.1783
S -1.7270 -16.3853 -2.5103
S -4.6296 -17.9264 -5.6438
S -6.6335 -16.5052 -5.2162
S -6.7083 -15.6662 -10.1018
S -8.0918 -23.1254 -3.2198
F -5.4163 -22.8360 -2.8755
F -4.8423 -20.5320 -6.2977
F -6.6332 -21.9390 -1.2451
F -8.3248 -14.3542 1.1901
F -2.3747 -19.0535 -3.0665
F -5.1460 -15.4519 1.2889
F -10.9578 -19.5758 -0.7839
F -6.4304 -24.0516 -1.3276
F -0.2896 -18.6687 -3.1365
F -5.9186 -14.6853 -0.7248
F -9.2274 -16.5196 -10.8927
F -4.0937 -15.9909 -12.2737
F -7.9415 -16.7470 -2.8222
F -1.2917 -18.8416 -1.2595
F -4.9588 -24.6588 -5.2787
F -2.3646 -16.7179 -11.1263
F -5.7436 -16.7583 -0.3544
F -6.2743 -19.7875 -4.8258
F -12.0513 -21.4536 -1.0506
F -9.0212 -15.5437 -4.2966
F -8.5511 -16.2072 0.0268
F -2.4575 -14.6427 -11.8102
F -4.9472 -25.7175 -7.1807
F -2.3015 -21.8102 -11.4704
F -4.2002 -20.2195 -4.2035
F -7.7132 -16.1611 2.1431
F -12.3306 -12.4048 4.5888
F -8.2993 -17.7855 -9.3377
F -7.1321 -14.7495 -3.2573
F -7.6137 -17.8515 -11.3691
F -4.0362 -23.0284 -10.7375
F -3.2309 -25.7894 -5.8777
F -11.7032 -12.7302 2.4883
F -10.3384 -21.3303 0.2640
F -13.7383 -13.2935 3.0276
F -2.1280 -24.0098 -11.3778
O -3.4562 -14.8445 -5.8589
O -6.6855 -14.9370 -11.3974
O -3.2034 -17.7237 -5.3305
O -2.4843 -21.3601 -8.6190
O -10.6361 -17.1890 2.1716
O -4.5606 -13.9493 -9.9210
O -2.7783 -22.6824 -6.1400
O -2.8844 -14.3378 -0.5734
O -4.5716 -22.7638 -7.7866
O -7.3612 -17.5976 -5.8033
O -1.3540 -15.9167 -3.8226
O -4.4617 -13.5305 -3.3512
O -0.8147 -15.8595 -1.4879
O -8.5380 -20.2623 -2.2749
O -0.4366 -22.6251 -9.2906
O -6.1453 -19.9908 -8.6255
O -11.2796 -15.1043 1.0191
O -8.1356 -24.5683 -3.5779
O -10.4886 -21.2471 -3.5613
O -9.0033 -20.8627 -6.7070
O -11.7213 -15.1681 5.3390
O -7.8992 -22.2043 -4.3163
O -6.8783 -11.9098 -6.6621
O -5.6084 -19.4223 -1.7024
O -3.2795 -15.4761 -8.5759
O -4.9942 -17.6919 -7.0344
O -2.7859 -16.6802 0.2075
O -12.8047 -15.8844 3.2014
O -7.1679 -14.8898 -8.9401
O -6.4381 -15.3734 -6.0863
N -3.4376 -16.2632 -2.1740
N -5.4972 -16.5895 -9.8900
N -5.3605 -16.9867 -4.3772
N -9.2788 -22.6477 -1.9512
N -10.1159 -15.0254 3.2980
N -2.4301 -24.1522 -8.0891
C -6.5226 -22.9768 -2.0748
C -3.1465 -15.6594 -11.3655
C -7.7738 -15.8169 -3.7554
C -10.8302 -20.8838 -0.8252
C -1.3938 -18.3318 -2.4794
C -2.6901 -22.9182 -10.8275
C -12.4727 -13.1859 3.4942
C -8.6494 -15.6034 1.2807
C -5.0052 -19.7932 -5.1971
C -8.0912 -17.0208 -10.4003
C -4.2191 -25.0240 -6.2852
C -5.1968 -15.6184 -0.0503
Li -5.0566 -18.1588 -8.9554
Li -3.9398 -15.5751 -3.9973
Li -4.8080 -17.6468 -2.5268
H -5.1574 -19.8147 -0.9548
H -8.5316 -21.0318 -5.8914
H -4.0055 -12.9121 -3.9220
H -6.3812 -19.9719 -1.8320
H -3.8257 -14.1074 -6.3452
H -9.8998 -20.6725 -6.4307
H -4.6802 -13.0206 -2.5712
H -6.5276 -20.2877 -7.7997
H -3.3522 -15.5355 -6.5131
H -6.4598 -12.7704 -6.6821
H -7.7840 -12.0773 -6.9225
H -6.2967 -20.7142 -9.2338

Cartesian forces (eV/Å) of the 2 atoms listed first:
3.9 3.0 -3.1
-1.8 6.5 -2.4

Calculated values
HOMO-LUMO gap (spin up / spin down) in eV: 6.3 / 1.9
E in Ha: -11446.14504
Charge: -2
Lowest unoccupied orbital energy (spin up / spin down) in eV: 1.418 / -3.008
Strongest force on any atom in eV/A: 7.48
Spin multiplicity: 2
Molar mass in g/mol: 1809.80

Here are the Mulliken charges for atoms 1 to 6, given in e: S 0.857; S 1.020; S 0.741; S 0.933; S 1.175; S 0.629



# 5
Here is H8KN2O10 as an isolated structure in a non-equilibrium geometry from OMol25. Energies are from the ωB97M-V functional and the def2-TZVPD basis.

Cartesian coordinates (Å):
K 0.0357 0.6439 -0.0573
O 1.1274 1.0823 1.4833
O 1.2479 0.1309 -1.5068
O -2.8802 2.6120 -1.3683
O 0.7350 -1.0994 0.8300
O -1.8164 1.6085 0.1902
O -0.6417 -1.3984 -0.4901
O -1.0662 -0.1754 1.5257
O 2.4095 -1.1743 -2.6728
O -1.0968 1.4963 -1.7822
O 0.2999 -1.3241 -2.5505
N 1.3191 -0.7920 -2.3025
N -1.8880 1.9261 -0.9708
H 1.6451 -1.3403 1.0030
H 0.2976 -1.1906 1.6766
H -1.7180 0.3421 1.9985
H -0.2134 -1.4882 -1.3414
H -0.6713 -0.7338 2.1954
H 0.8637 0.6423 2.2915
H 0.0794 -1.3149 0.1338
H 1.9317 1.5469 1.7145

Cartesian forces (eV/Å) of the 2 atoms listed first:
-2.3 5.6 -4.8
4.8 2.8 6.1

Calculated values
HOMO-LUMO gap in eV: 6.2
E in Ha: -1466.02420
Charge: -1
Lowest unoccupied orbital energy in eV: 1.494
Strongest force on any atom in eV/A: 17.59
Molar mass in g/mol: 235.17

Here are the Mulliken charges for atoms 1 to 6, given in e: K 0.687; O -0.393; O -0.570; O -0.715; O -0.428; O -0.742



# 6
Here is a 13-piece molecular cluster, C4H32NO15 overall from OMol25. Energies are from the ωB97M-V functional and the def2-TZVPD basis.

Cartesian coordinates (Å):
O -1.1962 -2.9333 3.2005
O -2.2816 1.8850 -1.2425
O 1.2050 -0.7381 -1.3421
O -0.5670 -1.4008 -3.4544
O 2.0991 1.3480 -2.8375
O -0.2554 3.3763 2.3433
O 1.9745 -2.9638 2.3465
O 1.9261 -0.2500 3.0794
O -0.7133 -0.1593 2.8598
O -2.7474 2.9619 1.2168
O 2.1924 -3.1632 -0.4199
O -0.6156 1.2208 -4.4351
O 1.4237 0.6378 0.3921
O 1.6152 3.3765 0.3080
O 0.1263 3.1268 -1.9945
N -1.3166 -1.5303 -0.4383
C -1.0296 0.0067 1.4713
C -0.3325 -0.9859 0.5107
C 0.8573 -0.3044 -0.1977
C -1.2707 -2.9842 -0.6165
H 0.4083 3.5405 1.6225
H -1.1999 -1.1270 -1.3611
H 2.0729 -3.0850 1.3720
H -2.1088 -0.1149 1.3822
H 0.1024 -1.7851 1.1062
H 0.3060 1.4971 -4.3098
H -1.8549 3.2496 1.5493
H 0.2657 -0.1832 3.0197
H 1.8331 0.5498 -2.3065
H -0.9870 -1.9661 3.2807
H 2.0126 0.1729 2.2027
H -0.6135 -0.5379 -3.9144
H -1.0739 1.7412 -3.7681
H -0.6905 2.6559 -1.7010
H -0.0357 2.5287 2.7785
H 2.1047 -1.2037 2.8773
H 0.7842 2.4511 -2.2764
H -0.7563 1.0264 1.1908
H 2.8572 1.6957 -2.3459
H 1.0751 -3.2468 2.5586
H 1.7238 -2.4083 -0.8518
H -2.3735 0.9584 -1.0029
H 1.7572 2.4141 0.3450
H -1.7852 -2.9634 2.4473
H -1.6616 -3.4804 0.2736
H 1.0771 3.4740 -0.5107
H 0.1586 -1.2666 -2.8090
H -2.9628 2.2389 1.8042
H 3.1143 -3.0824 -0.7307
H -2.4718 2.3495 -0.3886
H -0.2707 -3.3803 -0.8158
H -1.9007 -3.2390 -1.4675

Cartesian forces (eV/Å) of the 2 atoms listed first:
0.5 0.6 0.3
0.0 0.2 0.3

Calculated values
HOMO-LUMO gap in eV: 9.1
E in Ha: -1355.17758
Charge: -1
Lowest unoccupied orbital energy in eV: 2.738
Strongest force on any atom in eV/A: 0.96
Molar mass in g/mol: 334.29

Here are the Mulliken charges for atoms 1 to 6, given in e: O -0.721; O -0.763; O -0.987; O -0.794; O -0.769; O -0.801